No. 1
The following is a DFT calculation (ωB97M-V/def2-TZVPD) of an isolated molecule of C18H14ClN5O5S.

Last column: Löwdin charge in e.
CARTESIAN COORDINATES (ANGSTROEM)
C: -6.9992 -2.4278 1.2522  -0.031
C: -5.6597 -1.7902 1.0896  -0.324
N: -5.6163 -0.6306 0.4486  0.176
C: -4.4255 -0.0584 0.3015  -0.430
N: -3.2638 -0.5454 0.7217  0.127
C: -3.3126 -1.7008 1.3664  -0.097
C: -4.4963 -2.3791 1.5881  -0.015
H: -4.5240 -3.3178 2.1158  0.108
H: -2.3582 -2.0827 1.7043  0.115
N: -4.3670 1.1223 -0.3769  -0.013
H: -5.2490 1.5358 -0.6368  0.130
S: -3.0501 2.1622 -0.1204  0.678
O: -3.3148 3.2777 -0.9777  -0.287
O: -2.8776 2.4058 1.2768  -0.273
C: -1.6911 1.2092 -0.7617  -0.308
C: -0.6653 0.8243 0.0768  -0.046
C: 0.3843 0.0771 -0.4226  0.009
C: 0.4078 -0.2773 -1.7715  -0.214
C: -0.6496 0.1091 -2.6002  -0.001
C: -1.6959 0.8566 -2.0966  -0.048
H: -2.5134 1.1736 -2.7237  0.120
H: -0.6422 -0.1808 -3.6406  0.117
N: 1.4315 -1.0290 -2.3415  0.157
C: 2.7272 -1.2176 -1.9747  -0.450
O: 3.4565 -1.9550 -2.5986  0.111
C: 3.2921 -0.3676 -0.8708  -0.094
C: 3.5357 0.9848 -1.0808  0.005
C: 4.2362 1.7273 -0.1471  -0.068
C: 4.7270 1.1191 1.0036  -0.652
C: 4.5034 -0.2294 1.2332  -0.005
C: 3.7852 -0.9538 0.2946  -0.101
N: 3.4759 -2.3404 0.5648  -0.333
O: 2.4969 -2.7935 0.0112  0.106
O: 4.1812 -2.9333 1.3437  0.112
H: 4.8685 -0.7222 2.1214  0.124
Cl: 5.6094 2.0442 2.1530  0.710
H: 4.4142 2.7779 -0.3124  0.113
H: 3.1781 1.4559 -1.9831  0.133
H: 1.1836 -1.5402 -3.1818  0.165
H: 1.1638 -0.2562 0.2403  0.107
H: -0.7199 1.0997 1.1168  0.118
H: -7.0096 -3.4024 0.7671  0.085
H: -7.7622 -1.7951 0.8096  0.077
H: -7.2166 -2.5758 2.3084  0.085

* frontier orbital gap: 8.177 eV
* SMILES string: Cc1ccnc(NS(=O)(=O)c2ccc(NC(=O)c3ccc(Cl)cc3[N+](=O)[O-])cc2)n1
* E_LUMO: -0.91 eV

No. 2
The following is a DFT calculation (ωB97M-V/def2-TZVPD) of a structure of composition C18H14CrO5P.

Last column: Löwdin spin population.
CARTESIAN COORDINATES (ANGSTROEM)
O: -6.1015 1.3848 1.1330  0.179
C: -5.0256 1.8260 0.9480  0.200
Cr: -3.6422 2.8785 0.5983  2.614
O: -4.2350 3.2633 -2.3399  0.108
C: -4.0128 3.1913 -1.2073  0.122
C: -1.8483 3.2394 0.4703  0.204
O: -0.7491 3.6457 0.3578  0.158
C: -2.1457 -0.1771 0.4328  0.039
O: -2.9789 -0.6642 1.0797  0.040
C: -4.2037 4.3981 1.4885  0.177
O: -4.5267 5.2606 2.1673  0.152
H: -1.0884 -1.3886 0.0533  0.001
C: -0.3761 0.2360 -1.7725  0.001
P: 0.1673 -0.8862 -0.4962  0.003
C: 1.2263 -2.1570 -1.1187  0.001
C: 0.7337 -3.4578 -1.3299  0.000
C: 1.5664 -4.4273 -1.8892  0.000
C: 2.8852 -4.1055 -2.2449  0.000
C: 3.3852 -2.8172 -2.0014  0.000
C: 2.5537 -1.8379 -1.4458  0.000
C: 0.9435 -0.0183 0.8432  0.000
C: 1.5516 1.2157 0.5869  0.000
C: 2.1615 1.9004 1.6354  0.000
C: 2.1446 1.3716 2.9257  0.000
C: 1.5453 0.1352 3.1714  0.000
C: 0.9470 -0.5767 2.1317  0.000
H: -1.3961 -0.0508 -2.0881  0.000
H: 0.3322 0.1239 -2.6075  0.000
H: -0.4016 1.2619 -1.3710  0.001
H: -0.2998 -3.6707 -1.0470  0.000
H: 1.1762 -5.4338 -2.0557  0.000
H: 3.5248 -4.8535 -2.7162  0.000
H: 4.4185 -2.5533 -2.2516  0.000
H: 2.9089 -0.8182 -1.2672  0.000
H: 1.5681 1.6304 -0.4240  0.000
H: 2.6604 2.8458 1.4293  0.000
H: 2.5990 1.9244 3.7427  0.000
H: 1.5451 -0.2846 4.1756  0.000
H: 0.4871 -1.5543 2.3032  0.000

* frontier orbital gap (alpha / beta): 7.323 / 6.846 eV
* spin multiplicity: 5
* energy above the lowest of the compared OMol25 structures with the same formula, charge and spin: 0.0000 eV
* expectation value of S²: 6.0340
* E_LUMO (alpha / beta): -3.27 / -4.19 eV
* net charge: +1

No. 3
The following is a DFT calculation (ωB97M-V/def2-TZVPD) of a structure of composition C18H14CrO5P.

Last column: Löwdin spin population.
CARTESIAN COORDINATES (ANGSTROEM)
O: 5.2478 3.2197 -0.1943  0.000
C: 4.1402 3.0023 -0.3679  0.001
Cr: -0.7636 2.1461 0.2460  2.622
O: -0.5258 2.3137 3.2469  0.112
C: -0.5229 2.3482 2.0832  0.071
C: -2.5997 1.8229 0.1711  0.042
O: -3.7201 1.6043 0.3855  0.074
C: -1.7823 4.5835 -0.8605  0.001
O: -1.8363 5.2003 -1.8583  0.007
C: -1.1813 4.2113 0.3969  0.006
O: -1.3235 4.9478 1.3746  0.077
H: 0.4748 1.1877 0.2998  -0.003
C: -1.5721 -0.8047 1.7846  -0.008
P: -0.5591 -0.1521 0.4438  -0.015
C: 1.1073 -0.8493 0.8333  -0.008
C: 1.7862 -1.8050 0.0534  -0.002
C: 3.0264 -2.2591 0.5119  0.000
C: 3.6410 -1.6595 1.6258  -0.002
C: 3.0338 -0.5769 2.2590  0.001
C: 1.7693 -0.1669 1.8676  -0.001
C: -1.0736 -0.9968 -1.0718  0.008
C: -1.3485 -0.2174 -2.2137  0.008
C: -1.7518 -0.8525 -3.3947  0.001
C: -1.8897 -2.2505 -3.4374  0.001
C: -1.5904 -3.0214 -2.3058  0.001
C: -1.1721 -2.3960 -1.1309  0.001
H: -1.2501 -0.3765 2.7499  0.000
H: -1.4015 -1.8845 1.7835  -0.002
H: -2.6389 -0.5756 1.6264  0.000
H: 1.3156 -2.1381 -0.8901  0.000
H: 3.5028 -3.0614 -0.0457  0.000
H: 4.6085 -2.0281 1.9783  0.000
H: 3.5402 -0.0243 3.0524  0.000
H: 1.3380 0.7471 2.3075  0.002
H: -1.2220 0.8762 -2.1495  0.005
H: -1.9894 -0.2648 -4.2817  0.000
H: -2.2518 -2.7558 -4.3254  0.000
H: -1.6862 -4.1098 -2.3031  0.000
H: -0.8795 -2.9841 -0.2506  0.000

* frontier orbital gap (alpha / beta): 5.202 / 5.120 eV
* spin multiplicity: 4
* energy above the lowest of the compared OMol25 structures with the same formula, charge and spin: 0.2368 eV
* expectation value of S²: 3.8088
* E_LUMO (alpha / beta): -10.23 / -10.31 eV
* net charge: +2

No. 4
The following is a DFT calculation (ωB97M-V/def2-TZVPD) of a cluster of 2 separate species, C18H14FNS in total.

Last column: Löwdin charge in e.
CARTESIAN COORDINATES (ANGSTROEM)
F: -0.2171 -0.6255 -2.6655  0.016
C: -0.5834 -0.9276 -1.3780  -0.234
C: -1.6279 -1.8707 -1.0426  -0.020
C: -2.0034 -2.1410 0.3286  -0.010
C: -1.3142 -1.4588 1.4450  -0.222
C: -0.2493 -0.5366 1.0914  -0.431
C: 0.1294 -0.2691 -0.2960  -0.015
S: 0.6494 0.3242 2.4064  0.951
C: 0.3561 -0.7837 3.8366  -0.420
C: 1.2659 -0.7683 4.9839  -0.092
C: 1.0519 -1.6375 6.1250  -0.091
C: -0.0898 -2.5427 6.1166  -0.087
C: -0.9918 -2.5397 4.9808  -0.028
C: -0.7958 -1.6685 3.8031  -0.224
N: -1.7878 -1.7623 2.7665  0.057
H: -2.1877 -2.3780 -1.8568  0.111
H: -2.8263 -2.8772 0.5138  0.112
H: 0.9348 0.4545 -0.5492  0.113
H: 2.1151 -0.0514 4.9763  0.101
H: 1.7408 -1.6342 7.0000  0.098
H: -0.3033 -3.2503 6.9448  0.097
H: -1.8769 -3.2280 5.0052  0.106
H: -2.2416 -2.6728 2.8141  0.123
C: 1.7761 3.9770 -4.6380  -0.101
C: 1.9268 2.8492 -3.8403  -0.094
C: 1.0526 1.7774 -3.9778  -0.097
C: 0.0331 1.8301 -4.9204  -0.092
C: -0.1154 2.9564 -5.7206  -0.098
C: 0.7532 4.0316 -5.5769  -0.101
H: 2.4561 4.8140 -4.5282  0.099
H: 2.7265 2.8056 -3.1095  0.099
H: 1.1661 0.9032 -3.3530  0.077
H: -0.6456 0.9924 -5.0309  0.099
H: -0.9100 2.9965 -6.4571  0.099
H: 0.6336 4.9120 -6.1975  0.099

* frontier orbital gap: 8.223 eV
* SMILES string: Fc1ccc2c(c1)Sc1ccccc1N2.c1ccccc1
* E_LUMO: 0.57 eV

No. 5
The following is a DFT calculation (ωB97M-V/def2-TZVPD) of an isolated molecule of C18H14N2O2.

Last column: Löwdin charge in e.
CARTESIAN COORDINATES (ANGSTROEM)
N: -0.7849 0.0047 0.7613  0.181
O: 0.9134 -0.8113 -2.4756  0.068
O: 1.9771 2.1926 -1.7480  0.017
C: 0.0584 0.2739 -0.2627  -0.158
C: 0.7163 -0.7100 -1.0764  -0.171
C: 1.3467 -1.7319 -0.4564  0.069
C: -0.7015 2.2428 0.4946  0.009
C: -0.0008 1.6867 -0.5634  -0.133
C: -3.6764 1.8717 4.4926  -0.132
C: 3.0728 -3.5851 -3.7869  -0.075
C: 3.4053 -4.1703 -2.5937  -0.097
C: -3.8018 2.8204 3.4489  -0.053
C: -2.9209 0.6809 4.4765  -0.057
C: 2.2319 -2.4260 -3.8655  -0.011
C: 2.9345 -3.6405 -1.3870  0.005
C: -2.9667 2.5197 2.3189  -0.071
C: -2.2016 0.5200 3.2592  0.006
C: 1.7044 -1.9347 -2.7328  -0.206
C: 2.0553 -2.5267 -1.4935  -0.109
C: -2.1403 1.5147 2.2295  -0.218
N: -1.2352 1.2221 1.1734  -0.084
C: 0.5919 2.3360 -1.7021  -0.232
H: 2.1754 1.3208 -1.5987  0.028
H: 1.4373 -1.8407 0.5649  0.098
H: -0.8295 3.2794 0.6369  0.127
H: -4.3354 2.0890 5.4036  0.114
H: 3.2600 -3.9723 -4.8227  0.118
H: 3.9530 -5.0189 -2.6371  0.066
H: -4.5001 3.7816 3.5826  0.149
H: -2.9370 -0.0120 5.3238  0.107
H: 2.0077 -1.9827 -4.8418  0.121
H: 3.1491 -4.0941 -0.4615  0.095
H: -2.8535 3.2481 1.5279  0.105
H: -1.4941 -0.2716 3.2283  0.087
H: 0.3064 3.2917 -1.8267  0.088
H: 0.0826 1.8318 -2.5903  0.151

* frontier orbital gap: 8.495 eV
* SMILES string: OCc1cn(-c2ccccc2)nc1-c1cc2ccccc2o1
* energy above the lowest of the compared OMol25 structures with the same formula, charge and spin: 3.1214 eV
* E_LUMO: 0.39 eV

No. 6
The following is a DFT calculation (ωB97M-V/def2-TZVPD) of an isolated molecule of C18H14N2O3.

Last column: Löwdin charge in e.
CARTESIAN COORDINATES (ANGSTROEM)
N: 2.6052 4.3546 -0.7571  0.175
C: 1.7999 3.5752 -0.5078  -0.201
C: 0.8573 2.5728 -0.2064  -0.136
C: -0.3960 2.6276 -0.6928  0.047
C: -1.4094 1.6042 -0.4994  -0.198
C: -1.0915 0.2447 -0.5313  -0.010
C: -2.0683 -0.7079 -0.3337  0.011
C: -3.3858 -0.3176 -0.1034  -0.125
C: -3.7144 1.0373 -0.0938  0.007
C: -2.7387 1.9873 -0.3020  -0.005
H: -2.9918 3.0372 -0.2860  0.119
H: -4.7422 1.3195 0.0769  0.123
C: -4.4636 -1.3054 0.1230  -0.487
O: -5.6228 -1.0252 0.3008  0.111
O: -4.0337 -2.5773 0.1118  0.108
H: -4.7812 -3.1742 0.2721  0.134
H: -1.8200 -1.7572 -0.3568  0.115
H: -0.0769 -0.0647 -0.7348  0.113
H: -0.6934 3.4958 -1.2704  0.137
C: 1.3341 1.5140 0.7568  -0.479
O: 0.6699 1.1516 1.7028  0.092
N: 2.5758 1.0622 0.4837  0.093
H: 3.0584 1.3832 -0.3418  0.147
C: 3.1876 -0.0125 1.2450  -0.116
C: 3.0448 -1.3219 0.5111  -0.213
C: 4.0927 -1.8421 -0.2355  -0.046
C: 3.9289 -3.0194 -0.9454  -0.084
C: 2.7125 -3.6797 -0.9220  -0.090
C: 1.6611 -3.1630 -0.1827  -0.079
C: 1.8261 -1.9904 0.5322  -0.044
H: 1.0114 -1.5862 1.1155  0.111
H: 0.7123 -3.6785 -0.1598  0.102
H: 2.5849 -4.5970 -1.4774  0.102
H: 4.7519 -3.4202 -1.5185  0.103
H: 5.0435 -1.3281 -0.2561  0.110
H: 2.6609 -0.0525 2.2018  0.129
H: 4.2396 0.2300 1.4143  0.126

* frontier orbital gap: 8.625 eV
* SMILES string: N#C/C(=C/c1ccc(C(=O)O)cc1)C(=O)NCc1ccccc1
* energy above the lowest of the compared OMol25 structures with the same formula, charge and spin: 0.7913 eV
* E_LUMO: -0.81 eV

In order of appearance, strongest force on any atom = 0.0254 0.1431 0.1861 0.0612 0.1368 0.0220 Eh/bohr.